No. 1
Formula: C8H19NO2Si
Source: the Open Molecules 2025 dataset
Level of theory: ωB97M-V/def2-TZVPD

Properties
SMILES string: C[Si](C)(C)CCCCOC(N)=O
ΔE to the lowest compared entry with this formula, charge and spin: 0.0 kJ/mol
Orbital gap: 0.395 hartree

Each line ends with the natural charge from an NBO analysis.
CARTESIAN COORDINATES (ANGSTROEM)
1 C -0.044427 -1.660465 -2.740889  -1.120
2 Si -0.323640 -2.050658 -0.946155  1.633
3 C -2.112084 -1.475809 -0.704511  -1.110
4 C -0.325058 -3.909058 -0.669868  -1.121
5 C 0.784199 -1.124773 0.290298  -0.860
6 C 0.941757 0.315768 -0.214113  -0.399
7 C 1.656240 1.261033 0.733879  -0.432
8 C 0.860789 1.575796 2.000741  -0.066
9 O -0.272958 2.379984 1.749460  -0.529
10 C -0.014391 3.736404 1.570130  0.884
11 N -1.083658 4.602291 1.506864  -0.837
12 O 1.128349 4.164223 1.426723  -0.652
13 H 0.868891 -2.110445 -3.126843  0.236
14 H 0.042660 -0.599636 -2.962671  0.241
15 H -0.929933 -2.107611 -3.215368  0.240
16 H -2.120529 -0.500790 -1.234071  0.227
17 H -2.824615 -2.164298 -1.177985  0.234
18 H -2.409638 -1.379212 0.352835  0.233
19 H -1.237977 -4.196544 -0.143796  0.240
20 H -0.167282 -4.411771 -1.645591  0.239
21 H 0.527451 -4.222779 -0.028330  0.237
22 H 0.381250 -1.146992 1.286687  0.223
23 H 1.780129 -1.587188 0.376015  0.223
24 H -0.041574 0.731540 -0.390015  0.198
25 H 1.455475 0.287058 -1.187066  0.205
26 H 2.630212 0.862545 1.000912  0.206
27 H 1.899658 2.199405 0.192708  0.234
28 H 1.484592 2.094650 2.728753  0.200
29 H 0.480543 0.610681 2.459641  0.187
30 H -2.031888 4.278753 1.498802  0.395
31 H -0.982540 5.547898 1.212825  0.410

Cartesian forces (eV/Å) of the 6 atoms listed first:
0.4 -0.2 0.0
-0.8 -0.2 1.0
0.4 0.3 0.0
1.2 -0.1 0.1
0.6 -0.1 -1.1
0.2 -0.2 0.0

No. 2
Formula: C30H75CrLiN5O8PS
Source: the Open Molecules 2025 dataset
Level of theory: ωB97M-V/def2-TZVPD

Properties
Charge: -1
ΔE to the lowest compared entry with this formula, charge and spin: 21.1 kJ/mol
Multiplicity: 4
Expectation value of S²: 3.7817
Orbital gap (spin up / spin down): 0.217 / 0.215 hartree

Each line ends with the Mulliken spin population.
CARTESIAN COORDINATES (ANGSTROEM)
1 Cr -7.504600 0.147090 -16.927060  3.095
2 Li -5.745460 3.070480 -20.760790  -0.001
3 P -7.917970 -2.014100 -16.200670  0.016
4 O -8.006630 -3.504490 -15.738870  0.003
5 O -9.011250 -0.999110 -16.681180  -0.032
6 O -7.125870 -1.689420 -17.458980  -0.046
7 O -7.161090 -0.927870 -15.373050  -0.050
8 S -6.596040 1.584970 -19.046160  0.012
9 O -5.978670 0.978640 -17.810990  0.040
10 O -7.885110 0.969400 -18.746950  -0.027
11 O -6.662830 3.030030 -19.071690  0.020
12 O -5.916390 1.214080 -20.268350  -0.003
13 C -3.506690 1.449640 -21.806170  0.001
14 C -3.132230 2.202880 -20.541560  -0.001
15 N -3.555940 3.598680 -20.461230  0.000
16 C -3.146230 4.341470 -19.282270  0.000
17 C -3.898090 3.907760 -18.023430  -0.001
18 C -3.247820 4.409770 -21.650290  0.000
19 C -1.752450 4.597360 -21.870560  0.000
20 H -4.512460 1.586870 -22.203290  0.000
21 H -3.336340 0.390630 -21.612290  0.000
22 H -2.837940 1.711180 -22.626200  0.000
23 H -3.504950 1.657160 -19.674750  0.000
24 H -2.058740 2.097390 -20.384690  0.000
25 H -2.085500 4.115640 -19.172910  0.000
26 H -3.260790 5.422390 -19.363540  0.000
27 H -3.988830 2.825360 -17.932480  0.002
28 H -3.421620 4.340470 -17.143740  0.000
29 H -4.923650 4.276810 -18.011810  0.000
30 H -3.680150 5.410130 -21.672120  0.000
31 H -3.671180 3.903260 -22.517650  0.000
32 H -1.463720 5.364860 -21.152450  0.000
33 H -1.507510 4.995780 -22.855120  0.000
34 H -1.095110 3.790850 -21.545680  0.000
35 C -9.976800 2.446540 -14.023840  0.001
36 C -9.407080 1.570390 -15.142880  0.030
37 N -8.046920 1.840820 -15.712980  -0.110
38 C -8.005640 3.227230 -16.254120  0.038
39 C -9.138140 3.462890 -17.272320  0.020
40 C -7.126770 1.887000 -14.546080  -0.007
41 C -5.648880 1.943120 -14.882290  0.024
42 H -9.909880 3.474990 -14.378660  0.000
43 H -9.329740 2.375250 -13.149580  0.000
44 H -10.956980 2.149210 -13.651070  0.000
45 H -9.488960 0.530300 -14.827270  0.000
46 H -10.048790 1.502190 -16.021320  -0.002
47 H -7.095120 3.380560 -16.833390  -0.014
48 H -7.949350 4.047740 -15.538790  0.004
49 H -8.973400 4.455540 -17.691400  0.000
50 H -10.115750 3.514190 -16.793020  0.002
51 H -9.224390 2.800900 -18.133960  -0.006
52 H -7.338950 2.788000 -13.970510  0.000
53 H -7.279180 1.056170 -13.857180  -0.005
54 H -5.256030 0.996880 -15.254320  -0.003
55 H -5.317040 2.748780 -15.537190  -0.001
56 H -5.134430 2.028270 -13.925110  0.001
57 C -6.632860 5.932760 -20.790030  0.000
58 C -7.643870 4.917620 -21.352120  0.000
59 N -6.995700 3.864230 -22.199620  -0.001
60 C -6.460520 4.450350 -23.444200  0.000
61 C -5.854850 3.519380 -24.520600  0.000
62 C -7.948300 2.785760 -22.428940  0.000
63 C -9.214360 3.153750 -23.282590  0.000
64 H -5.957190 5.434730 -20.094660  0.000
65 H -7.161130 6.742330 -20.286410  0.000
66 H -6.052790 6.491380 -21.524570  0.000
67 H -8.117780 4.507250 -20.460440  0.001
68 H -8.361180 5.509750 -21.920410  0.000
69 H -7.202680 5.057460 -23.962580  0.000
70 H -5.659900 5.136110 -23.167000  0.000
71 H -5.294810 4.008590 -25.317550  0.000
72 H -5.131400 2.794300 -24.147790  0.000
73 H -6.693020 3.019600 -25.006180  0.000
74 H -8.334790 2.433730 -21.472490  -0.001
75 H -7.473150 1.922700 -22.895270  0.000
76 H -9.689080 4.040890 -22.863400  0.000
77 H -9.924070 2.328800 -23.344790  0.000
78 H -8.833830 3.243340 -24.300070  0.000
79 C -11.115110 -4.393710 -18.231890  0.000
80 C -10.509080 -3.380100 -19.212720  -0.007
81 N -9.816320 -3.896540 -20.410370  0.000
82 C -9.472850 -2.820660 -21.327370  0.000
83 C -8.504850 -1.778470 -20.781360  0.004
84 C -10.543700 -4.978940 -21.086690  0.000
85 C -11.917320 -4.536360 -21.723070  0.000
86 H -12.018000 -4.773220 -18.710280  0.000
87 H -11.415910 -4.028580 -17.249900  0.000
88 H -10.507970 -5.271390 -18.010190  0.000
89 H -11.217490 -2.624950 -19.553310  0.000
90 H -9.723250 -2.844990 -18.679590  0.002
91 H -9.004680 -3.281980 -22.196920  0.000
92 H -10.342260 -2.297950 -21.726120  0.000
93 H -8.177820 -1.100640 -21.569840  -0.001
94 H -8.967350 -1.224090 -19.964740  -0.002
95 H -7.567290 -2.217200 -20.439900  0.000
96 H -10.809750 -5.822740 -20.450050  0.000
97 H -9.846260 -5.424880 -21.795780  0.000
98 H -12.537590 -5.265430 -22.244450  0.000
99 H -11.792900 -3.818190 -22.533540  0.000
100 H -12.549510 -4.024200 -20.997730  0.000
101 C -11.161320 0.717110 -19.877350  -0.002
102 C -12.054960 0.497320 -21.073040  0.000
103 N -13.480100 0.322940 -20.582780  0.000
104 C -13.668890 -0.934500 -19.800370  0.000
105 C -14.948120 -0.915220 -18.983920  0.000
106 C -14.370950 0.279750 -21.755410  0.000
107 C -14.593770 1.728560 -22.183650  0.000
108 H -10.959770 -0.176640 -19.286860  0.000
109 H -11.584500 1.470760 -19.213260  0.000
110 H -10.212110 1.084820 -20.267070  0.003
111 H -11.786980 1.253640 -21.810780  0.000
112 H -11.729470 -0.400790 -21.597980  0.000
113 H -13.584030 -1.786030 -20.475490  0.000
114 H -12.874000 -1.118010 -19.077480  0.000
115 H -14.916490 -0.032410 -18.345380  0.000
116 H -15.858670 -0.906010 -19.583010  0.000
117 H -14.885650 -1.803700 -18.355580  0.000
118 H -15.313630 -0.148040 -21.414160  0.000
119 H -13.950710 -0.364170 -22.527980  0.000
120 H -15.055920 2.273670 -21.360620  0.000
121 H -15.308680 1.773100 -23.005250  0.000
122 H -13.719420 2.285520 -22.520420  0.000

Cartesian forces (eV/Å) of the 6 atoms listed first:
-0.5 -1.6 -0.5
0.4 0.1 0.1
0.6 -3.8 0.8
-0.6 4.2 -0.9
-4.4 0.3 1.0
3.0 -1.0 -3.7